1.
{
  "formula": "C26H45ClGdNPS",
  "method": "ωB97M-V with the def2-TZVPD basis set",
  "charge": -1,
  "e_tot_ha": -3037.87473,
  "multiplicity": 8,
  "gap_ev": [5.2, 4.9],
  "homo_ha": [-0.104, -0.094],
  "de_lowest_kj_mol": 0.0,
  "elements": ["Gd", "P", "Cl", "C", "H", "H", "C", "C", "C", "H", "C", "H", "H", "C", "H", "H", "C", "H", "H", "C", "H", "H", "H", "H", "C", "C", "H", "C", "H", "H", "C", "H", "H", "C", "H", "H", "C", "H", "H", "H", "H", "C", "H", "C", "H", "H", "C", "H", "H", "C", "H", "H", "C", "H", "H", "H", "H", "C", "C", "H", "C", "H", "C", "H", "H", "C", "H", "H", "C", "H", "H", "H", "H", "S", "C", "N"],
  "coordinates": [[0.150, 0.134, 0.488], [0.079, 0.576, -2.430], [1.272, 2.415, 0.414], [-1.866, 0.785, 0.030], [-2.709, 0.158, -0.299], [-2.219, 1.819, 0.162], [1.940, 0.824, -2.623], [-0.735, 2.256, -2.589], [2.466, 0.890, -4.058], [2.108, 1.804, -2.143], [3.964, 1.238, -4.049], [2.313, -0.080, -4.553], [1.919, 1.638, -4.652], [4.791, 0.267, -3.200], [4.339, 1.258, -5.077], [4.080, 2.255, -3.648], [4.217, 0.094, -1.794], [4.824, -0.709, -3.699], [5.824, 0.621, -3.137], [2.710, -0.219, -1.789], [4.758, -0.697, -1.264], [4.370, 1.020, -1.224], [2.539, -1.222, -2.209], [2.389, -0.239, -0.726], [-0.586, -0.506, -3.783], [-2.249, 2.092, -2.772], [-0.561, 2.667, -1.578], [-2.950, 3.452, -2.686], [-2.462, 1.618, -3.740], [-2.626, 1.437, -1.978], [-2.357, 4.473, -3.653], [-4.017, 3.320, -2.881], [-2.854, 3.830, -1.659], [-0.836, 4.577, -3.513], [-2.617, 4.193, -4.682], [-2.811, 5.456, -3.479], [-0.123, 3.222, -3.609], [-0.434, 5.252, -4.275], [-0.600, 5.016, -2.535], [-0.230, 2.804, -4.620], [0.952, 3.356, -3.421], [0.121, -1.876, -3.801], [-1.630, -0.679, -3.452], [-0.609, -2.850, -4.739], [1.162, -1.749, -4.135], [0.152, -2.305, -2.790], [-0.792, -2.290, -6.153], [-0.054, -3.792, -4.782], [-1.597, -3.080, -4.315], [-1.404, -0.882, -6.129], [0.183, -2.255, -6.663], [-1.434, -2.960, -6.741], [-0.656, 0.088, -5.198], [-1.430, -0.464, -7.141], [-2.448, -0.958, -5.789], [0.363, 0.262, -5.574], [-1.173, 1.056, -5.200], [0.092, -2.516, -0.136], [-1.215, -2.155, -0.356], [0.860, -2.362, -0.909], [-2.343, -2.532, 0.561], [-1.510, -1.608, -1.261], [-1.849, -2.973, 1.946], [-3.058, -1.703, 0.654], [-2.896, -3.375, 0.116], [-0.662, -3.926, 1.864], [-1.534, -2.084, 2.516], [-2.669, -3.448, 2.499], [0.514, -3.365, 1.028], [-0.305, -4.159, 2.876], [-0.994, -4.876, 1.421], [1.194, -2.813, 1.701], [1.100, -4.222, 0.662], [0.229, -0.402, 3.080], [0.103, -0.053, 4.680], [0.025, 0.162, 5.839]],
  "atomic_forces_ev_per_a": [[-1.25, 0.93, -0.04], [0.44, -0.06, 1.02], [0.55, 0.79, -0.13], [-0.37, 0.20, -0.48], [0.04, -0.11, 0.45], [0.21, -0.14, 0.30], [-0.63, 0.27, -0.42], [0.48, -0.36, 0.00], [0.50, 0.04, 0.07], [-0.11, -0.23, -0.07], [-0.08, 0.03, -0.09], [0.12, 0.16, 0.05], [0.12, -0.20, 0.24], [-0.18, -0.06, -0.12], [0.09, 0.01, 0.04], [-0.03, -0.11, -0.03], [-0.12, 0.11, 0.09], [-0.04, 0.02, -0.01], [-0.03, -0.04, -0.01], [0.33, 0.12, -0.13], [-0.01, 0.07, -0.02], [-0.06, -0.09, -0.05], [0.01, 0.09, 0.09], [0.10, 0.07, -0.67], [0.05, 0.26, -0.04], [0.00, 0.18, -0.08], [-0.09, -0.16, -0.28], [0.14, -0.11, 0.04], [-0.07, 0.15, 0.04], [0.14, 0.09, -0.23], [0.03, -0.02, -0.07], [-0.03, 0.06, 0.03], [0.00, -0.08, -0.08], [0.10, 0.03, 0.02], [0.07, -0.05, 0.01], [0.05, -0.05, -0.04], [-0.29, -0.04, 0.01], [-0.02, 0.08, 0.03], [-0.01, -0.04, -0.09], [0.05, 0.21, 0.08], [-0.23, -0.02, -0.02], [-0.20, 0.03, -0.10], [0.27, 0.05, -0.05], [0.02, 0.04, 0.01], [-0.22, -0.05, 0.05], [0.00, 0.16, -0.32], [0.07, 0.19, 0.03], [-0.07, -0.02, 0.00], [0.13, 0.06, 0.00], [0.04, 0.04, 0.00], [-0.12, 0.02, 0.10], [0.15, 0.09, 0.08], [-0.04, -0.36, -0.19], [-0.05, -0.08, 0.01], [0.12, 0.04, -0.02], [-0.26, -0.06, 0.02], [0.17, -0.27, 0.04], [-1.91, -0.70, -0.69], [1.27, -1.09, -0.33], [-0.37, 0.37, 0.34], [-0.03, -0.25, 0.50], [0.37, -0.13, 0.33], [0.03, 0.40, 0.17], [0.31, -0.15, -0.03], [0.11, 0.15, -0.20], [0.09, -0.09, -0.21], [-0.27, -0.32, -0.20], [0.10, 0.10, -0.07], [0.04, -0.28, 0.74], [-0.05, 0.05, -0.19], [0.06, 0.10, -0.01], [-0.19, -0.03, -0.27], [-0.02, 0.27, -0.09], [0.52, -0.45, 0.47], [-0.16, 0.59, 2.95], [0.12, -0.41, -2.27]],
  "lowdin_charge": [0.6438, 1.0396, -0.1507, -0.4115, -0.0845, -0.0699, -0.4615, -0.4482, -0.2185, 0.0701, -0.2008, 0.0954, 0.0957, -0.2101, 0.1022, 0.1160, -0.1956, 0.1086, 0.1029, -0.2482, 0.1081, 0.1192, 0.1029, 0.0428, -0.4357, -0.2313, 0.0538, -0.1967, 0.0982, 0.0585, -0.2133, 0.1048, 0.1173, -0.1998, 0.1072, 0.1017, -0.2060, 0.1014, 0.1188, 0.0963, 0.1039, -0.2077, 0.1134, -0.1991, 0.1020, 0.0766, -0.2088, 0.1049, 0.1149, -0.2001, 0.1108, 0.1036, -0.2051, 0.1035, 0.1142, 0.1019, 0.0846, -0.2126, -0.1852, 0.0769, -0.1937, 0.0764, -0.2213, 0.0955, 0.1188, -0.1971, 0.0369, 0.1102, -0.2111, 0.1106, 0.1076, 0.0825, 0.1113, 0.4764, -0.9080, -0.0107]
}

---

2.
{
  "formula": "C26H46BaBrN2O6P",
  "method": "ωB97M-V with the def2-TZVPD basis set",
  "e_tot_ha": -4520.18772,
  "multiplicity": 1,
  "gap_ev": 7.1,
  "homo_ha": -0.253,
  "de_lowest_kj_mol": 0.0,
  "elements": ["Ba", "C", "C", "O", "C", "C", "O", "C", "C", "O", "C", "C", "O", "H", "H", "H", "H", "H", "H", "H", "H", "H", "H", "H", "H", "H", "H", "H", "H", "Br", "C", "C", "C", "C", "C", "N", "C", "O", "O", "H", "H", "H", "C", "C", "C", "C", "P", "N", "C", "C", "C", "C", "C", "C", "C", "C", "H", "H", "H", "H", "H", "H", "H", "H", "H", "H", "H", "H", "H", "H", "H", "H", "H", "H", "H", "H", "H", "H", "H", "H", "H", "H", "H"],
  "coordinates": [[-1.184, 0.231, -0.174], [-0.742, -3.310, -1.746], [-2.193, -2.874, -1.744], [-2.605, -2.293, -0.507], [-2.708, -3.164, 0.605], [-1.485, -3.099, 1.501], [-1.296, -1.742, 1.843], [-0.194, -1.449, 2.694], [1.145, -1.727, 2.040], [1.231, -0.958, 0.849], [2.047, -1.505, -0.174], [1.366, -2.656, -0.894], [0.054, -2.257, -1.222], [-0.449, -3.535, -2.777], [-0.590, -4.209, -1.132], [-2.824, -3.737, -1.983], [-2.343, -2.102, -2.495], [-2.875, -4.196, 0.279], [-3.579, -2.838, 1.176], [-0.608, -3.498, 0.984], [-1.659, -3.702, 2.402], [-0.271, -2.015, 3.630], [-0.292, -0.379, 2.893], [1.270, -2.791, 1.819], [1.944, -1.435, 2.732], [3.012, -1.835, 0.224], [2.228, -0.690, -0.873], [1.329, -3.557, -0.264], [1.940, -2.908, -1.794], [2.247, 2.459, -0.406], [1.930, 1.703, -2.122], [2.867, 1.856, -3.127], [2.597, 1.232, -4.336], [1.431, 0.498, -4.480], [0.543, 0.439, -3.416], [0.800, 1.037, -2.246], [-0.773, -0.340, -3.524], [-0.782, -1.289, -4.312], [-1.695, 0.068, -2.765], [3.765, 2.433, -2.962], [3.299, 1.317, -5.155], [1.183, -0.031, -5.389], [-0.630, 5.055, 1.385], [-1.918, 4.479, 1.993], [-2.577, 5.564, 2.851], [-2.823, 4.187, 0.785], [-1.515, 2.815, 2.836], [-1.241, 1.701, 1.806], [-0.011, 3.123, 3.975], [0.115, 1.971, 4.983], [0.021, 4.436, 4.764], [1.247, 3.022, 3.099], [-2.989, 2.380, 3.968], [-4.287, 2.493, 3.155], [-2.870, 0.888, 4.323], [-3.161, 3.193, 5.255], [-0.900, 5.875, 0.713], [-0.105, 4.299, 0.798], [0.051, 5.460, 2.130], [-2.670, 6.477, 2.254], [-1.996, 5.813, 3.737], [-3.581, 5.289, 3.170], [-2.944, 5.110, 0.210], [-3.814, 3.835, 1.057], [-2.359, 3.440, 0.142], [-0.641, 2.000, 5.764], [1.091, 2.046, 5.473], [0.066, 1.003, 4.484], [-0.850, 4.561, 5.406], [0.096, 5.311, 4.121], [0.906, 4.437, 5.410], [1.212, 2.105, 2.508], [2.129, 3.000, 3.748], [1.362, 3.860, 2.416], [-4.200, 1.962, 2.206], [-4.577, 3.523, 2.958], [-5.098, 2.032, 3.727], [-2.699, 0.302, 3.419], [-3.807, 0.562, 4.786], [-2.068, 0.677, 5.026], [-3.254, 4.262, 5.068], [-2.342, 3.044, 5.957], [-4.078, 2.868, 5.758]],
  "atomic_forces_ev_per_a": [[0.04, 0.05, -0.06], [0.00, 0.00, 0.00], [0.00, -0.01, -0.01], [-0.01, 0.00, 0.00], [0.00, 0.00, 0.00], [0.00, 0.00, 0.00], [0.00, -0.02, 0.01], [0.00, -0.01, 0.00], [0.00, 0.00, 0.00], [-0.01, 0.00, -0.01], [0.00, -0.01, 0.00], [0.00, 0.01, 0.00], [0.01, 0.01, 0.01], [0.00, 0.00, 0.00], [0.00, 0.00, 0.00], [0.00, 0.00, 0.00], [0.00, 0.00, 0.00], [0.00, 0.00, 0.00], [0.00, 0.00, 0.00], [0.00, 0.00, 0.00], [0.00, 0.00, 0.00], [0.00, 0.01, 0.01], [0.00, 0.01, 0.00], [0.00, 0.00, 0.00], [0.00, 0.00, 0.00], [0.00, 0.00, 0.00], [0.00, 0.00, 0.00], [0.00, 0.00, 0.00], [0.00, -0.01, 0.00], [0.00, 0.00, 0.00], [0.00, 0.00, 0.00], [0.00, 0.00, 0.01], [0.00, -0.01, 0.00], [0.00, 0.00, 0.00], [0.01, 0.01, -0.01], [0.00, -0.01, 0.00], [-0.01, -0.01, 0.00], [0.00, 0.00, 0.00], [0.00, 0.00, 0.01], [0.00, 0.00, 0.00], [0.00, 0.00, 0.00], [0.00, 0.00, 0.00], [0.00, 0.00, 0.00], [0.00, 0.00, 0.00], [0.00, 0.00, 0.00], [0.00, 0.00, 0.00], [0.01, 0.00, -0.01], [-0.02, 0.00, 0.04], [-0.01, 0.00, 0.00], [0.00, 0.00, 0.00], [0.00, 0.00, 0.00], [0.00, 0.00, 0.00], [0.00, 0.00, 0.00], [0.00, 0.00, 0.00], [0.00, 0.00, 0.00], [0.00, 0.00, 0.00], [0.00, 0.00, 0.00], [0.00, 0.00, 0.00], [0.00, 0.00, 0.00], [0.00, 0.00, 0.00], [0.00, 0.00, 0.00], [0.00, 0.00, 0.00], [0.00, 0.00, 0.00], [0.00, 0.00, 0.00], [0.00, 0.00, 0.00], [0.00, 0.00, 0.00], [0.00, 0.00, 0.00], [0.00, 0.00, 0.00], [0.00, 0.00, 0.00], [0.00, 0.00, 0.00], [0.00, 0.00, 0.00], [0.00, 0.00, 0.00], [0.00, 0.00, 0.00], [0.00, 0.00, 0.00], [0.00, 0.00, 0.00], [0.00, 0.00, 0.00], [0.00, 0.00, 0.00], [0.00, 0.00, 0.00], [0.00, 0.00, 0.00], [0.00, 0.00, 0.00], [0.00, 0.00, 0.00], [0.00, 0.00, 0.00], [0.00, 0.00, 0.00]],
  "lowdin_charge": [1.8859, -0.1730, -0.1628, -0.2315, -0.1651, -0.1796, -0.2570, -0.1889, -0.1704, -0.2521, -0.1703, -0.1795, -0.2221, 0.1371, 0.1240, 0.1377, 0.1026, 0.1359, 0.1366, 0.1046, 0.1418, 0.1399, 0.0758, 0.1199, 0.1399, 0.1402, 0.1016, 0.1200, 0.1436, 0.8105, -0.7432, -0.1039, -0.0457, 0.0056, -0.1803, 0.0024, -0.6787, 0.0174, -0.2313, 0.0998, 0.1114, 0.1200, -0.1039, -0.5974, -0.0848, -0.1062, 0.7704, -0.5721, -0.5925, -0.1005, -0.0847, -0.1273, -0.5975, -0.1057, -0.1053, -0.0844, 0.0850, 0.0494, 0.0585, 0.0858, 0.0603, 0.0594, 0.0844, 0.0546, 0.0516, 0.0586, 0.0839, 0.0584, 0.0624, 0.0583, 0.0856, 0.0365, 0.0836, 0.0447, 0.0741, 0.0581, 0.0825, 0.0548, 0.0822, 0.0563, 0.0612, 0.0573, 0.0856]
}